This record from the Open Molecules 2025 dataset describes CH2O2 in the gas phase. The level of theory is ωB97M-V with the def2-TZVPD basis set.

Structure (XYZ):
```
5
Properties=species:S:1:pos:R:3:nbo_charge:R:1
O 1.475 -0.540 -0.010 -0.58
C 0.344 -0.026 -0.068 0.63
O -0.775 -0.621 -0.044 -0.62
H 0.324 1.141 -0.028 0.08
H -1.368 0.046 0.150 0.49
```

Orbital gap, eV: 11.09
SMILES string: O=CO
E_HOMO, eV: -10.59
Total charge: 0



This record from the Open Molecules 2025 dataset describes CH2O2S in the gas phase. The level of theory is ωB97M-V with the def2-TZVPD basis set.

Structure (XYZ):
```
6
Properties=species:S:1:pos:R:3:nbo_charge:R:1
C -0.009 0.109 0.178 -0.16
O -1.141 -1.740 -0.769 -0.95
O 0.575 1.382 0.141 -0.66
S -1.245 -0.292 -0.852 1.06
H 0.373 -0.802 0.583 0.21
H 1.448 1.342 0.719 0.50
```

Orbital gap (alpha / beta), eV: 8.50 / 8.51
E_HOMO (alpha / beta), eV: -8.66 / -8.66
Total charge: 0



This record from the Open Molecules 2025 dataset describes CH2O2S in the gas phase. The level of theory is ωB97M-V with the def2-TZVPD basis set.

Structure (XYZ):
```
6
Properties=species:S:1:pos:R:3:nbo_charge:R:1
O -1.089 1.159 0.003 -0.51
C -0.442 0.183 -0.100 0.60
O -1.324 -0.937 0.038 -0.70
S 1.299 -0.134 -0.064 -0.09
H -0.842 -1.713 0.391 0.48
H 2.017 0.984 0.910 0.22
```

Orbital gap, eV: 9.94
SMILES string: O=C(O)S
E_HOMO, eV: -10.60
Total charge: 0



This record from the Open Molecules 2025 dataset describes CH2O2S in the gas phase. The level of theory is ωB97M-V with the def2-TZVPD basis set.

Structure (XYZ):
```
6
Properties=species:S:1:pos:R:3:nbo_charge:R:1
C -0.433 -0.238 0.005 -0.34
O 0.224 1.057 0.242 -0.16
O 1.504 1.092 0.003 -0.16
S 0.598 -1.730 0.131 0.17
H -1.242 -0.228 0.715 0.23
H -0.652 0.047 -1.096 0.25
```

Orbital gap (alpha / beta), eV: 7.31 / 9.58
E_HOMO (alpha / beta), eV: -9.88 / -10.20
Total charge: 0



This record from the Open Molecules 2025 dataset describes 2 unconnected molecules or ions with the total composition CH2O3. The level of theory is ωB97M-V with the def2-TZVPD basis set.

Structure (XYZ):
```
6
Properties=species:S:1:pos:R:3:nbo_charge:R:1
C -0.673 -0.422 0.201 0.44
O -2.659 0.040 -0.053 -0.41
O 1.538 0.343 -0.016 -0.45
O 0.222 -0.041 -0.561 -0.22
H -0.530 -0.447 1.227 0.15
H 2.101 0.526 -0.797 0.48
```

Orbital gap (alpha / beta), eV: 8.88 / 8.56
E_HOMO (alpha / beta), eV: -10.54 / -9.44
Total charge: 0



This record from the Open Molecules 2025 dataset describes CH2O3P2 in the gas phase. The level of theory is ωB97M-V with the def2-TZVPD basis set.

Structure (XYZ):
```
8
Properties=species:S:1:pos:R:3:nbo_charge:R:1
O -1.048 1.371 -2.109 -0.97
P -0.147 1.575 -0.991 1.41
C 0.178 -0.241 -0.458 -1.28
P 0.141 -0.367 1.339 2.23
O -0.390 0.888 1.942 -1.01
O 0.698 -1.540 2.008 -0.98
H -0.569 -0.876 -0.824 0.29
H 1.138 -0.810 -0.908 0.31
```

Orbital gap, eV: 9.20
SMILES string: O=PCP(=O)=O
E_HOMO, eV: -10.47
Total charge: 0



This record from the Open Molecules 2025 dataset describes 2 unconnected molecules or ions with the total composition CH2O3S. The level of theory is ωB97M-V with the def2-TZVPD basis set.

Structure (XYZ):
```
7
Properties=species:S:1:pos:R:3:nbo_charge:R:1
O 0.425 -0.631 1.687 -0.60
C 0.731 -1.215 0.649 0.64
O 0.252 -0.866 -0.529 -0.67
H 1.445 -1.944 0.483 0.12
H -0.309 -0.090 -0.354 0.51
O -1.182 1.656 -1.037 -0.74
S -1.362 3.090 -0.899 0.74
```

Orbital gap (alpha / beta), eV: 7.81 / 7.79
SMILES string: O=CO.O=S
E_HOMO (alpha / beta), eV: -9.73 / -9.73
Total charge: 0



This record from the Open Molecules 2025 dataset describes CH2O3S in the gas phase. The level of theory is ωB97M-V with the def2-TZVPD basis set.

Structure (XYZ):
```
7
Properties=species:S:1:pos:R:3:nbo_charge:R:1
C -1.003 -0.228 -0.015 0.08
O 1.513 1.099 0.303 -0.89
O 0.857 -1.362 0.002 -0.89
O -1.040 0.480 -1.149 -0.65
S 0.698 -0.069 0.644 1.83
H 0.765 -0.202 1.928 0.01
H -1.790 0.282 -1.713 0.51
```

Orbital gap, eV: 9.49
E_HOMO, eV: -9.70
Total charge: 0



We obtain maximum force values of 7.6, 3.9, 4.2, 2.9, 3.6, 3.2, 4.0, 4.3 eV Å⁻¹ for the records listed above, in that order.
We obtain DFT total energy values of -189.76495, -587.88297, -587.92171, -587.75972, -264.66884, -947.75729, -663.14680, -663.04787 a.u. for the records listed above, in that order.
We obtain energy above the lowest of the compared OMol25 structures with the same formula, charge and spin values of 62.4, 272.6, 170.8, 596.2, 1017.0, 52.9, 68.5, 328.2 kJ/mol for the records listed above, in that order.